Entry 1:
A 2-piece molecular cluster, C6H12N overall. Source: OMol25; level of theory: ωB97M-V/def2-TZVPD.

Values from the calculation:
2S+1	1
E_tot	-290.16704	hartree
energy relative to the best compared isomer or geometry (same formula, charge and spin)	97.2	kcal per mole
HOMO	-13.90	eV
orbital gap	9.31	eV
total charge	+1

Each line ends with the Löwdin charge.
Atoms and positions in Å:
C  0.664  -0.468  0.950  0.067
C  1.060  -1.579  0.558  -0.054
C  -0.144  0.857  -0.490  -0.150
C  1.195  -2.924  -0.025  -0.083
C  -0.721  -0.181  -1.477  0.001
C  -0.446  2.776  0.979  0.016
N  -0.911  1.579  0.296  -0.028
H  0.476  0.178  1.755  0.074
H  0.792  1.237  -0.722  0.126
H  1.895  -3.030  -0.863  0.094
H  0.131  -3.460  -0.124  0.151
H  1.812  -3.629  0.533  0.086
H  -0.874  0.350  -2.363  0.079
H  -1.689  -0.529  -1.266  0.078
H  -0.238  -1.155  -1.572  0.081
H  0.556  2.668  0.967  0.057
H  -0.874  3.491  0.355  0.086
H  -0.932  2.760  2.055  0.160
H  -1.751  1.061  0.455  0.161


Entry 2:
A 2-piece molecular cluster, C6H12N overall. Source: OMol25; level of theory: ωB97M-V/def2-TZVPD.

Values from the calculation:
2S+1	1
E_tot	-290.07917	hartree
energy relative to the best compared isomer or geometry (same formula, charge and spin)	152.3	kcal per mole
HOMO	-11.49	eV
orbital gap	4.77	eV
total charge	+1

Each line ends with the Löwdin charge.
Atoms and positions in Å:
C  2.610  0.605  3.414  -0.122
C  -1.106  -2.102  -1.270  0.201
C  -0.684  -0.820  -1.179  -0.318
C  0.258  -0.387  -0.079  -0.055
C  -1.758  1.377  -1.678  -0.001
C  -1.128  0.135  -2.119  0.106
N  2.140  0.167  2.273  -0.045
H  3.481  0.081  3.829  0.078
H  1.300  0.096  3.007  0.097
H  -0.868  -2.758  -0.472  0.099
H  -1.671  -2.294  -2.173  0.098
H  0.566  0.651  -0.230  0.081
H  -0.013  -0.512  0.962  0.073
H  -2.798  1.111  -1.437  0.145
H  -1.304  1.701  -0.740  0.110
H  -0.837  0.056  -3.167  0.162
H  2.293  1.609  3.719  0.086
H  -1.720  2.138  -2.451  0.106
H  1.238  -0.854  -0.211  0.101


Entry 3:
A 2-piece molecular cluster, C6H12N overall. Source: OMol25; level of theory: ωB97M-V/def2-TZVPD.

Values from the calculation:
2S+1	1
E_tot	-290.21081	hartree
energy relative to the best compared isomer or geometry (same formula, charge and spin)	69.7	kcal per mole
HOMO	-13.42	eV
orbital gap	9.68	eV
total charge	+1

Each line ends with the Löwdin charge.
Atoms and positions in Å:
C  1.593  0.335  -1.269  -0.028
C  -1.599  -0.064  -0.213  0.065
C  1.197  -0.596  -0.439  -0.355
C  -2.262  -1.253  -0.772  0.024
C  1.727  -0.748  0.935  -0.123
C  -0.467  1.910  0.969  0.021
N  -1.066  0.818  0.355  0.140
H  2.270  1.111  -1.023  0.052
H  1.100  0.513  -2.357  0.121
H  0.492  -1.385  -0.833  0.101
H  -2.331  -1.251  -1.877  0.123
H  -3.304  -1.260  -0.315  0.139
H  -1.669  -2.119  -0.527  0.093
H  2.549  -1.515  0.810  0.103
H  0.817  -1.107  1.632  0.116
H  2.100  0.236  1.434  0.100
H  0.532  1.599  1.228  0.092
H  -0.612  2.784  0.436  0.104
H  -1.068  1.992  1.827  0.111


- Number 1 is which compound?
  C6H12N